C45H34BrN2O2RuSi | ωB97M-V/def2-TZVPD

HOMO-LUMO gap (alpha / beta)	5.8 / 5.5	eV
⟨S²⟩	6.0470
E_tot	-134785.80538	eV
relative energy (zero: lowest compared OMol25 entry of this formula, charge and spin)	2.6023	eV
HOMO energy (alpha / beta)	-8.96 / -10.07	eV

```
! wB97M-V def2-TZVPD RIJCOSX def2/J DEFGRID3
* xyz 1 5
Ru -0.328 0.987 0.114
C -3.430 1.698 -0.824
O -2.052 2.085 -0.601
C -1.752 3.392 -1.040
C -2.716 4.313 -1.400
C -2.311 5.578 -1.813
C -0.966 5.894 -1.872
C -0.007 4.957 -1.521
C -0.393 3.689 -1.099
N 0.499 2.665 -0.734
N 1.749 3.084 -0.652
C 2.796 2.263 -0.464
C 2.827 0.870 -0.365
O 1.602 0.149 -0.464
C 4.023 0.162 -0.152
C 5.210 0.824 -0.044
C 5.266 2.237 -0.141
C 6.496 2.925 -0.036
C 6.543 4.287 -0.140
C 5.355 5.008 -0.353
C 4.152 4.362 -0.456
C 4.076 2.957 -0.352
H -4.075 2.297 -0.185
H -3.530 0.656 -0.561
H -3.664 1.842 -1.877
H -3.768 4.081 -1.363
H -3.060 6.308 -2.089
H -0.653 6.877 -2.198
H 1.045 5.188 -1.578
H 4.021 -0.914 -0.085
H 6.124 0.266 0.112
H 7.400 2.352 0.127
H 7.487 4.810 -0.059
H 5.392 6.086 -0.438
H 3.245 4.925 -0.615
Br 1.011 0.755 2.389
C 1.624 -1.073 2.272
C 1.810 -1.662 3.486
C 2.219 -3.007 3.560
C 2.385 -3.724 2.415
C 2.192 -3.130 1.145
C 2.372 -3.904 -0.028
C 2.203 -3.365 -1.267
C 1.893 -1.997 -1.387
C 1.734 -1.238 -0.272
C 1.829 -1.759 1.044
H 1.635 -1.100 4.394
H 2.372 -3.461 4.529
H 2.668 -4.768 2.454
H 2.640 -4.947 0.087
H 2.332 -3.966 -2.156
H 1.839 -1.517 -2.356
C -0.648 -5.411 1.459
C -0.844 -4.419 2.414
C -1.092 -3.117 2.016
C -1.138 -2.772 0.659
C -0.932 -3.780 -0.284
C -0.693 -5.090 0.111
Si -1.687 -1.059 0.139
C -3.023 -0.629 1.405
C -4.042 -1.554 1.658
C -5.039 -1.291 2.586
C -5.027 -0.102 3.302
C -4.015 0.822 3.086
C -3.031 0.556 2.144
C -2.268 -1.158 -1.646
C -3.478 -1.750 -2.018
C -3.878 -1.787 -3.345
C -3.074 -1.229 -4.332
C -1.867 -0.640 -3.987
C -1.474 -0.608 -2.655
H -0.475 -6.434 1.768
H -0.820 -4.669 3.468
H -1.280 -2.361 2.773
H -0.982 -3.547 -1.342
H -0.553 -5.862 -0.635
H -4.050 -2.506 1.139
H -5.820 -2.020 2.759
H -5.800 0.101 4.031
H -3.991 1.746 3.649
H -2.258 1.308 1.995
H -4.124 -2.187 -1.265
H -4.819 -2.251 -3.613
H -3.389 -1.255 -5.367
H -1.235 -0.203 -4.750
H -0.519 -0.144 -2.414
*
```